The following is a DFT calculation (ωB97M-V/def2-TZVPD) of a structure of composition C30H56N12SSr.

Output
Frontier orbital gap in eV: 7.13

```
! RIJCOSX wB97M-V def2-TZVPD def2/J DEFGRID3
* xyz 2 1
Sr 0.14665 0.06326 -0.53375
S 2.03933 2.25738 -0.07618
N -1.87846 0.11003 3.66789
N -0.67048 0.65732 1.71631
N 4.26329 2.66145 1.25744
N -4.06155 1.88371 -1.37590
N -1.78797 1.49782 -0.88645
N -2.52810 1.41270 -3.07342
N 2.87647 -1.31927 -1.59989
N 4.48178 1.21926 -0.55284
N 1.91877 -2.46787 1.28099
N 0.20357 -0.80055 -3.05175
N -0.77720 -2.52863 -0.33478
N 0.37990 -0.36127 3.50875
C -2.79030 1.62302 -1.73688
C 0.07205 -3.67454 0.05136
C -0.76979 -1.77212 -3.60308
C -2.09776 3.71446 0.09442
C -0.73200 0.15969 2.94889
C -2.02386 4.63252 1.12010
C -1.54451 4.21987 2.35926
C 5.57905 2.60878 1.54836
C -1.73869 2.36820 0.25407
C 4.03957 -2.07061 -1.07292
C 3.24816 -3.06035 1.13350
C 5.77356 1.16586 -0.28200
C -1.67772 -2.88587 -1.45673
C -1.90559 0.31089 5.11461
C -4.54283 1.56276 -0.04198
C -1.14120 2.91197 2.52469
C -3.54972 0.93515 -3.99875
C 2.47802 -1.84132 -2.91417
C 3.70354 -3.34039 -0.29684
C -1.22742 1.95051 1.50250
C 3.68492 1.99574 0.21081
C -4.93484 2.75299 -2.16109
C 0.78903 -3.38817 1.35970
C 1.69786 0.18663 3.21024
C 0.36668 -1.48257 4.43815
C -1.45305 2.17265 -3.70682
C 1.55447 -0.88504 -3.64070
C -0.98417 -3.05119 -2.80565
C 6.39363 1.84756 0.77332
C -3.16537 0.21725 3.00324
H -4.02360 0.68256 0.32662
H 2.96152 -3.93434 -0.83805
H -1.73079 -1.25729 -3.67242
H -0.91029 0.54101 5.48260
H -1.38338 -2.36098 0.46709
H -2.19177 -3.82096 -1.21538
H 2.32032 -0.57176 2.73531
H -5.80090 2.21582 -2.54824
H -0.05101 -3.60517 -2.69203
H -3.46229 1.25811 2.85013
H 0.60078 -1.17368 5.45883
H 1.13952 -4.32809 1.78624
H 3.27638 -3.97265 1.73105
H -0.72180 2.60739 3.47911
H 1.58903 1.04060 2.54481
H 1.49807 -1.16696 -4.69598
H -2.31533 5.66095 0.95240
H 7.45338 1.77630 0.96235
H -0.47755 -2.04185 -4.62316
H -3.91586 -0.27533 3.62043
H 4.71228 -2.32251 -1.90125
H -2.28823 -0.56534 5.63928
H -0.68386 2.41773 -2.97744
H -2.44338 4.04009 -0.88148
H -4.31817 0.38869 -3.45753
H 2.00017 0.11421 -3.60253
H 3.97865 -2.37946 1.58532
H 4.59117 -1.40182 -0.40838
H 5.91613 3.19047 2.39491
H -2.44485 -2.10912 -1.53681
H -3.11913 -0.28297 2.03900
H 3.19822 -0.36106 -1.72939
H 2.16803 0.50633 4.14481
H 0.79967 -3.85948 -0.73791
H -0.54005 -4.57827 0.15677
H 3.35654 -2.00672 -3.54957
H 3.64587 3.25776 1.79441
H -1.82877 3.10475 -4.13932
H -4.39220 2.38572 0.66077
H 1.12263 -2.20058 4.11546
H -0.60620 -1.96782 4.43004
H -1.01759 1.59147 -4.52334
H 1.99683 -2.81402 -2.78719
H 0.04728 -2.99146 2.06623
H -0.15907 0.10904 -3.31871
H 1.79434 -1.80612 0.52599
H 6.36954 0.54495 -0.94367
H -5.28606 3.56065 -1.51698
H 4.60764 -3.95249 -0.24824
H -1.62790 -3.68366 -3.42082
H -3.08345 0.25831 -4.71638
H -1.45909 4.92112 3.17926
H -4.38898 3.20124 -2.98539
H -2.55405 1.16023 5.33823
H -5.60850 1.34496 -0.10873
H -4.01760 1.74180 -4.56718
*
```